Entry 1:
{
  "formula": "C33H44IrN4P2",
  "method": "ωB97M-V with the def2-TZVPD basis set",
  "charge": 2,
  "e_lumo_ev": [-5.42, -9.19],
  "spin_multiplicity": 6,
  "molar_mass_g_mol": 750.91,
  "relative_energy_kj_mol": 296.5,
  "elements": ["Ir", "C", "C", "C", "C", "C", "C", "C", "C", "C", "H", "H", "H", "H", "H", "H", "H", "H", "H", "H", "H", "H", "H", "H", "H", "P", "P", "N", "N", "N", "N", "C", "C", "C", "C", "C", "C", "C", "C", "C", "C", "C", "C", "C", "C", "C", "C", "C", "C", "H", "H", "H", "H", "H", "H", "H", "H", "H", "H", "H", "H", "H", "H", "H", "H", "H", "H", "H", "H", "C", "C", "C", "C", "C", "C", "H", "H", "H", "H", "H", "H", "H", "H", "H"],
  "xyz": [[0.534, -0.840, 1.858], [-1.580, 1.695, 3.441], [-1.511, 0.768, 2.419], [-1.572, 1.247, 0.972], [-0.350, 1.194, 0.032], [0.975, 0.941, 0.707], [1.201, 1.588, 1.963], [0.518, 2.819, 2.464], [-0.593, 2.792, 3.573], [0.557, -2.754, 1.591], [-2.354, 1.582, 4.227], [-1.944, -0.264, 2.557], [-1.928, 2.285, 0.972], [-2.345, 0.635, 0.472], [-0.493, 0.347, -0.678], [-0.339, 2.108, -0.597], [1.848, 0.791, 0.027], [2.106, 1.293, 2.533], [0.081, 3.411, 1.636], [1.350, 3.412, 2.894], [-0.125, 2.800, 4.575], [-1.110, 3.775, 3.466], [-0.315, -3.284, 2.030], [1.447, -3.141, 2.127], [0.644, -2.992, 0.520], [1.713, -1.024, -1.765], [-2.055, -0.392, -2.023], [3.141, -0.072, -2.391], [2.120, -2.402, -2.846], [-2.067, 1.295, -2.707], [-3.494, -0.927, -3.102], [0.553, -0.240, -2.995], [-0.791, -0.997, -3.182], [4.393, 0.007, -1.761], [5.207, 0.882, -2.487], [4.458, 1.322, -3.624], [3.206, 0.728, -3.535], [2.363, -3.743, -2.535], [2.896, -4.382, -3.657], [2.967, -3.408, -4.712], [2.489, -2.216, -4.190], [-2.506, 2.431, -2.006], [-2.536, 3.536, -2.867], [-2.066, 3.077, -4.134], [-1.751, 1.731, -4.000], [-4.359, -0.301, -4.009], [-5.466, -1.138, -4.250], [-5.230, -2.350, -3.525], [-4.005, -2.208, -2.868], [0.976, -0.177, -4.008], [0.358, 0.804, -2.688], [-1.156, -0.912, -4.240], [-0.641, -2.077, -2.969], [4.588, -0.572, -0.865], [6.220, 1.186, -2.240], [4.754, 1.992, -4.419], [2.394, 0.823, -4.238], [2.135, -4.121, -1.549], [3.228, -5.402, -3.722], [3.348, -3.535, -5.718], [2.439, -1.256, -4.675], [-2.775, 2.357, -0.960], [-2.881, 4.528, -2.587], [-2.029, 3.658, -5.062], [-1.267, 1.081, -4.712], [-4.122, 0.672, -4.424], [-6.344, -0.904, -4.852], [-5.886, -3.209, -3.476], [-3.449, -2.893, -2.245], [1.598, -0.871, 7.245], [0.455, -0.291, 6.390], [-0.893, -0.875, 6.872], [0.459, 1.242, 6.618], [0.645, -0.615, 4.949], [0.646, -0.830, 3.725], [1.376, -0.615, 8.299], [2.562, -0.442, 6.924], [1.663, -1.960, 7.097], [-0.883, -0.912, 7.985], [-1.725, -0.246, 6.500], [-1.065, -1.888, 6.438], [1.309, 1.711, 6.070], [-0.463, 1.702, 6.214], [0.545, 1.428, 7.713]],
  "mulliken_spin": [2.1065, 0.3296, -0.0416, 0.0444, 0.0669, 0.0659, 0.4483, -0.0246, 0.0759, 0.0726, -0.0132, -0.0086, 0.0160, -0.0694, 0.0094, -0.0038, 0.0031, -0.0105, 0.0100, 0.0123, 0.0075, 0.0248, 0.0204, 0.0318, 0.0178, 0.0349, -0.0060, 0.0183, 0.0144, -0.0016, 0.0014, -0.0102, 0.0044, 0.0041, 0.0145, -0.0105, 0.0196, 0.3413, 0.1864, 0.0634, 0.3214, -0.0011, 0.0023, -0.0011, 0.0018, -0.0002, 0.0001, 0.0000, 0.0010, -0.0011, 0.0045, 0.0038, 0.0028, -0.0017, 0.0009, -0.0001, 0.0046, 0.0152, -0.0019, -0.0011, 0.0563, -0.0004, 0.0001, -0.0001, -0.0002, 0.0000, 0.0001, 0.0000, 0.0005, 0.0601, 0.0708, 0.0405, 0.0359, 0.1765, 0.3604, 0.0035, -0.0044, -0.0031, 0.0028, -0.0023, -0.0052, -0.0042, -0.0046, 0.0017]
}

---

Entry 2:
{
  "formula": "C33H44N4O10",
  "method": "ωB97M-V with the def2-TZVPD basis set",
  "charge": 0,
  "e_lumo_ev": -1.17,
  "spin_multiplicity": 1,
  "molar_mass_g_mol": 656.73,
  "relative_energy_kj_mol": 10.8,
  "elements": ["C", "C", "H", "H", "C", "C", "O", "O", "C", "H", "C", "H", "C", "C", "C", "N", "C", "N", "C", "O", "N", "C", "O", "C", "N", "C", "C", "C", "C", "C", "C", "H", "C", "H", "H", "H", "C", "H", "H", "H", "H", "H", "H", "H", "H", "O", "C", "O", "C", "H", "H", "C", "C", "H", "H", "H", "H", "H", "H", "O", "C", "O", "C", "C", "C", "H", "H", "H", "H", "H", "H", "H", "O", "C", "O", "C", "H", "C", "C", "H", "H", "H", "H", "H", "H", "H", "H", "H", "H", "H", "H"],
  "xyz": [[6.063, -0.134, -4.573], [4.581, 0.087, -4.300], [4.367, 1.158, -4.269], [4.320, -0.335, -3.327], [3.711, -0.562, -5.386], [2.263, -0.306, -5.059], [1.664, 0.706, -5.298], [1.732, -1.364, -4.417], [0.428, -1.224, -3.878], [-0.160, -0.539, -4.497], [0.520, -0.674, -2.451], [1.324, -1.199, -1.919], [-0.802, -0.832, -1.689], [-0.732, -0.225, -0.275], [0.184, -1.055, 0.649], [-0.080, -0.716, 2.030], [-1.065, -1.429, 2.649], [-1.566, -2.462, 2.026], [-2.582, -3.167, 2.568], [-3.096, -4.117, 2.021], [-3.071, -2.745, 3.819], [-2.614, -1.705, 4.589], [-3.088, -1.444, 5.668], [-1.502, -0.961, 3.943], [-1.012, 0.087, 4.525], [-0.021, 0.764, 3.914], [0.509, 1.897, 4.551], [1.499, 2.648, 3.970], [1.998, 2.260, 2.704], [1.486, 1.151, 2.062], [0.473, 0.383, 2.637], [1.897, 0.888, 1.101], [3.082, 3.051, 2.048], [3.379, 2.590, 1.110], [3.953, 3.117, 2.697], [2.742, 4.068, 1.850], [2.045, 3.857, 4.660], [3.114, 3.746, 4.842], [1.546, 4.011, 5.611], [1.904, 4.744, 4.044], [0.100, 2.152, 5.515], [-3.832, -3.295, 4.202], [1.230, -0.881, 0.403], [-0.077, -2.110, 0.533], [-0.396, 0.820, -0.312], [-2.062, -0.244, 0.230], [-2.447, 0.751, 1.045], [-1.731, 1.671, 1.348], [-3.866, 0.540, 1.494], [-4.514, 0.876, 0.680], [-4.035, -0.533, 1.613], [-4.189, 1.309, 2.774], [-5.639, 1.106, 3.189], [-5.838, 0.053, 3.373], [-6.316, 1.453, 2.411], [-5.850, 1.657, 4.102], [-3.531, 0.977, 3.579], [-3.990, 2.369, 2.607], [-1.610, -0.327, -2.238], [-1.111, -2.206, -1.577], [-2.426, -2.553, -1.670], [-3.269, -1.787, -2.050], [-2.658, -3.965, -1.238], [-1.493, -4.921, -1.488], [-1.809, -6.298, -0.918], [-2.678, -6.726, -1.412], [-2.024, -6.217, 0.144], [-0.967, -6.973, -1.056], [-1.298, -4.996, -2.560], [-0.596, -4.527, -1.010], [-2.847, -3.929, -0.157], [-3.570, -4.323, -1.717], [0.840, 0.709, -2.539], [1.846, 1.192, -1.808], [2.483, 0.527, -1.026], [2.027, 2.662, -2.049], [3.020, 2.957, -1.708], [0.951, 3.444, -1.281], [1.157, 4.946, -1.427], [0.388, 5.484, -0.879], [1.105, 5.238, -2.473], [2.129, 5.240, -1.036], [-0.031, 3.170, -1.669], [0.982, 3.173, -0.223], [1.927, 2.857, -3.117], [-0.014, -2.221, -3.862], [3.892, -1.636, -5.417], [3.942, -0.116, -6.353], [6.662, 0.330, -3.794], [6.292, -1.196, -4.597], [6.344, 0.300, -5.530]],
  "lowdin_charge": [-0.1058, -0.2451, 0.1140, 0.1117, -0.0988, -0.4938, 0.1222, 0.0241, -0.0679, 0.1477, -0.1856, 0.1658, -0.1734, -0.1642, -0.0259, 0.0722, -0.1854, 0.1962, -0.5259, 0.0671, 0.2030, -0.4134, 0.1002, -0.0952, 0.2371, -0.1899, 0.0528, -0.2202, -0.1988, 0.0452, -0.1067, 0.0904, -0.0289, 0.0756, 0.0894, 0.0883, -0.0414, 0.0850, 0.0800, 0.0858, 0.1267, 0.1653, 0.1229, 0.1276, 0.1491, 0.0423, -0.4646, 0.1308, -0.0861, 0.1408, 0.1261, -0.2413, -0.1004, 0.0727, 0.0730, 0.0726, 0.0973, 0.1148, 0.1739, 0.0187, -0.4487, 0.1260, -0.0949, -0.2452, -0.1020, 0.0734, 0.0704, 0.0689, 0.1108, 0.1055, 0.1019, 0.1348, 0.0531, -0.4841, 0.0882, -0.0891, 0.1277, -0.2358, -0.0989, 0.0738, 0.0765, 0.0714, 0.1179, 0.1010, 0.1295, 0.1440, 0.1246, 0.1296, 0.0711, 0.0746, 0.0742]
}

---

Entry 3:
{
  "formula": "C33H44N7O4STi",
  "method": "ωB97M-V with the def2-TZVPD basis set",
  "charge": 3,
  "e_lumo_ev": [-10.47, -10.48],
  "spin_multiplicity": 1,
  "molar_mass_g_mol": 682.69,
  "relative_energy_kj_mol": 77.8,
  "elements": ["Ti", "C", "C", "C", "C", "C", "C", "C", "H", "H", "H", "H", "H", "H", "H", "H", "C", "C", "C", "C", "C", "C", "C", "C", "C", "C", "N", "C", "C", "C", "C", "C", "N", "H", "H", "H", "H", "H", "H", "H", "H", "H", "H", "H", "H", "H", "H", "H", "H", "H", "C", "N", "C", "C", "N", "H", "H", "H", "H", "H", "H", "C", "C", "S", "O", "O", "C", "C", "N", "C", "N", "C", "C", "N", "O", "O", "C", "H", "H", "H", "H", "H", "H", "H", "H", "H", "H", "H", "H", "H"],
  "xyz": [[0.612, -0.707, 0.177], [5.056, -2.755, -0.046], [3.629, -2.931, 0.378], [2.588, -2.799, -0.545], [1.264, -3.067, -0.177], [0.949, -3.393, 1.148], [1.981, -3.487, 2.078], [3.299, -3.284, 1.686], [5.163, -1.955, -0.779], [5.422, -3.670, -0.519], [5.707, -2.550, 0.803], [2.819, -2.579, -1.581], [0.510, -3.169, -0.951], [-0.065, -3.656, 1.424], [1.765, -3.780, 3.097], [4.091, -3.423, 2.412], [0.002, -1.029, 4.128], [-0.787, -0.490, 2.939], [-1.930, -1.375, 2.512], [-2.848, -1.774, 3.473], [-3.856, -2.671, 3.156], [-3.923, -3.210, 1.885], [-3.040, -2.830, 0.877], [-3.138, -3.570, -0.441], [-4.404, -3.255, -1.239], [-2.086, -1.851, 1.201], [-1.207, -1.329, 0.187], [-1.681, -1.142, -1.075], [-0.808, -0.841, -2.091], [-0.967, -0.619, -3.470], [0.287, -0.329, -3.980], [1.187, -0.352, -2.912], [0.565, -0.676, -1.765], [0.919, -0.458, 4.277], [0.250, -2.080, 3.996], [-0.584, -0.938, 5.041], [-0.070, -0.340, 2.106], [-1.128, 0.527, 3.152], [-2.766, -1.397, 4.483], [-4.564, -2.979, 3.913], [-4.667, -3.966, 1.665], [-3.137, -4.636, -0.203], [-2.244, -3.428, -1.056], [-5.294, -3.493, -0.658], [-4.439, -3.845, -2.153], [-4.487, -2.200, -1.512], [-2.748, -1.202, -1.253], [-1.898, -0.686, -4.012], [0.540, -0.118, -5.007], [2.246, -0.136, -2.936], [4.259, 0.447, 4.052], [4.142, 0.593, 2.582], [5.228, 1.293, 1.856], [3.137, 0.117, 1.955], [2.223, -0.324, 1.372], [4.234, 1.434, 4.507], [5.204, -0.044, 4.274], [3.437, -0.158, 4.424], [5.346, 2.285, 2.285], [4.968, 1.380, 0.804], [6.148, 0.723, 1.965], [-2.017, 3.182, -5.543], [-2.598, 3.840, -4.297], [-1.607, 3.433, -2.881], [-1.902, 2.074, -2.450], [-0.227, 3.763, -3.140], [-2.192, 4.506, -1.571], [-1.212, 4.605, -0.390], [-0.313, 3.441, -0.238], [-0.696, 2.225, 0.187], [0.333, 1.368, 0.114], [1.402, 2.067, -0.416], [1.004, 3.332, -0.635], [1.860, 4.386, -1.153], [2.969, 4.010, -1.457], [1.486, 5.528, -1.050], [-2.076, 1.923, 0.637], [-2.684, 3.376, -6.380], [-1.937, 2.102, -5.422], [-1.034, 3.586, -5.775], [-3.609, 3.497, -4.075], [-2.602, 4.928, -4.379], [-3.171, 4.132, -1.272], [-2.324, 5.504, -1.989], [-1.769, 4.714, 0.538], [-0.570, 5.469, -0.502], [2.371, 1.644, -0.612], [-2.405, 2.643, 1.388], [-2.136, 0.930, 1.072], [-2.754, 1.969, -0.217]],
  "lowdin_charge": [1.1630, -0.0137, -0.2539, -0.0447, -0.1742, -0.0774, -0.0332, -0.0063, 0.0887, 0.1106, 0.0878, 0.1291, 0.1197, 0.1226, 0.1245, 0.1351, -0.0494, -0.1924, -0.1748, -0.0025, -0.0084, 0.0019, -0.1491, -0.1959, -0.0630, -0.1713, -0.0458, -0.0072, -0.2669, 0.0565, 0.0197, -0.0362, -0.0694, 0.0676, 0.0778, 0.0937, 0.0263, 0.1329, 0.1297, 0.1302, 0.1359, 0.1330, 0.0968, 0.0875, 0.0917, 0.0702, 0.1449, 0.1456, 0.1342, 0.1421, 0.0377, -0.1296, 0.0373, -0.1667, 0.1340, 0.1124, 0.1120, 0.0915, 0.1121, 0.0982, 0.1102, -0.0904, -0.2772, 0.6839, -0.3284, -0.2786, -0.1775, -0.0757, 0.0685, -0.2712, 0.0066, -0.0321, -0.1235, -0.3200, 0.1299, 0.1438, 0.0484, 0.0971, 0.0707, 0.0871, 0.1162, 0.1174, 0.1126, 0.1238, 0.1406, 0.1201, 0.1228, 0.1149, 0.0643, 0.0933]
}

---

Entry 4:
{
  "formula": "C33H45F15GaNO13PS",
  "method": "ωB97M-V with the def2-TZVPD basis set",
  "charge": -1,
  "e_lumo_ev": 1.67,
  "spin_multiplicity": 1,
  "molar_mass_g_mol": 1081.45,
  "relative_energy_kj_mol": 0.0,
  "elements": ["C", "C", "C", "Ga", "C", "C", "C", "C", "S", "O", "O", "O", "P", "N", "C", "C", "C", "C", "C", "C", "H", "H", "H", "H", "H", "H", "H", "H", "H", "H", "H", "H", "H", "H", "H", "H", "H", "H", "H", "H", "C", "C", "O", "C", "O", "C", "F", "F", "F", "H", "H", "H", "H", "H", "C", "C", "O", "C", "O", "C", "F", "F", "F", "H", "H", "H", "H", "H", "C", "C", "O", "C", "O", "C", "F", "F", "F", "H", "H", "H", "H", "H", "C", "C", "O", "C", "O", "C", "F", "F", "F", "H", "H", "H", "H", "H", "C", "C", "O", "C", "O", "C", "F", "F", "F", "H", "H", "H", "H", "H"],
  "xyz": [[-1.639, -1.289, 9.512], [-0.905, -1.356, 8.568], [-0.039, -1.533, 7.441], [-0.520, -0.407, 5.773], [0.952, 0.960, 5.537], [0.874, 1.787, 4.249], [-0.119, 2.959, 4.250], [-0.189, 3.690, 5.577], [-1.432, 4.962, 5.478], [-1.238, 5.724, 4.281], [-2.726, 4.386, 5.646], [-1.096, 5.887, 6.742], [-0.424, -1.907, 3.925], [-0.475, -1.136, 2.498], [-2.388, 0.350, 5.755], [-3.038, 0.466, 4.517], [-4.332, 0.956, 4.417], [-5.037, 1.346, 5.548], [-4.404, 1.259, 6.781], [-3.107, 0.770, 6.876], [-2.388, -0.975, 10.189], [0.957, -1.215, 7.755], [0.047, -2.592, 7.209], [1.890, 0.402, 5.507], [1.001, 1.562, 6.444], [0.633, 1.146, 3.406], [1.871, 2.193, 4.040], [-1.103, 2.642, 3.919], [0.223, 3.670, 3.501], [0.778, 4.091, 5.871], [-0.508, 2.984, 6.342], [-0.486, 5.404, 7.314], [0.739, -2.687, 4.085], [-1.519, -2.818, 4.019], [0.364, -1.374, 1.981], [-2.507, 0.152, 3.626], [-4.814, 1.047, 3.451], [-6.047, 1.713, 5.465], [-4.957, 1.565, 7.660], [-2.660, 0.718, 7.859], [0.135, -6.746, -0.471], [-0.715, -7.067, 0.740], [0.076, -7.098, 1.940], [0.342, -5.911, 2.482], [-0.014, -4.856, 2.051], [1.151, -6.137, 3.773], [2.115, -7.049, 3.573], [0.344, -6.595, 4.739], [1.726, -5.020, 4.194], [0.965, -7.449, -0.551], [-0.465, -6.803, -1.378], [0.556, -5.743, -0.399], [-1.145, -8.063, 0.652], [-1.533, -6.358, 0.855], [3.203, 3.227, 0.078], [4.309, 2.221, -0.160], [3.980, 0.941, 0.413], [3.172, 0.178, -0.306], [2.701, 0.440, -1.373], [2.924, -1.152, 0.420], [2.662, -0.955, 1.710], [4.004, -1.949, 0.321], [1.895, -1.793, -0.128], [2.981, 3.304, 1.143], [3.502, 4.208, -0.292], [2.286, 2.933, -0.431], [5.225, 2.532, 0.338], [4.527, 2.106, -1.221], [-1.654, -0.535, -0.416], [-2.474, -1.765, -0.705], [-3.792, -1.424, -1.211], [-3.873, -1.140, -2.492], [-2.987, -1.137, -3.299], [-5.337, -0.840, -2.858], [-5.914, -0.028, -1.968], [-6.045, -1.982, -2.898], [-5.418, -0.266, -4.059], [-2.180, 0.122, 0.274], [-0.712, -0.822, 0.038], [-1.452, 0.032, -1.329], [-2.648, -2.318, 0.216], [-1.977, -2.431, -1.409], [-0.502, 2.202, -6.263], [0.319, 1.191, -5.494], [1.696, 1.612, -5.386], [1.961, 2.491, -4.432], [1.181, 2.973, -3.667], [3.469, 2.791, -4.417], [3.938, 3.001, -5.656], [4.150, 1.765, -3.892], [3.730, 3.877, -3.691], [-0.054, 2.391, -7.237], [-1.516, 1.832, -6.407], [-0.554, 3.153, -5.734], [0.349, 0.242, -6.024], [-0.091, 1.006, -4.502], [3.917, 1.602, -10.713], [3.163, 0.420, -11.281], [1.902, 0.236, -10.610], [0.906, 1.009, -11.016], [0.943, 1.834, -11.880], [-0.363, 0.668, -10.217], [-0.090, 0.550, -8.913], [-0.878, -0.494, -10.643], [-1.287, 1.611, -10.369], [4.042, 1.492, -9.635], [4.900, 1.678, -11.176], [3.379, 2.533, -10.891], [3.715, -0.502, -11.112], [3.000, 0.521, -12.353]],
  "lowdin_charge": [0.0446, -0.2898, -0.2672, 0.4032, -0.2662, -0.2834, -0.2293, -0.2538, 0.5848, -0.2844, -0.2683, -0.1631, 0.6188, -0.3824, -0.2269, -0.1427, -0.1060, -0.1141, -0.1106, -0.1262, 0.0023, 0.0499, 0.0457, 0.0438, 0.0337, 0.0713, 0.0924, 0.1109, 0.1037, 0.1152, 0.0961, 0.0793, -0.0683, -0.0616, -0.1002, 0.0600, 0.0913, 0.0872, 0.0897, 0.0713, -0.0596, -0.2002, 0.0234, -0.3918, 0.1562, -0.5481, 0.1569, 0.1685, 0.1625, 0.0813, 0.0809, 0.0762, 0.1226, 0.1254, -0.0482, -0.1905, 0.0403, -0.3957, 0.1668, -0.5463, 0.1687, 0.1583, 0.1656, 0.0803, 0.0825, 0.0796, 0.1237, 0.1082, -0.0697, -0.1791, 0.0406, -0.4181, 0.1529, -0.5455, 0.1680, 0.1571, 0.1611, 0.0829, 0.0403, 0.0732, 0.1236, 0.1211, -0.0604, -0.1823, 0.0340, -0.4046, 0.1752, -0.5430, 0.1561, 0.1633, 0.1655, 0.0657, 0.0878, 0.0792, 0.1222, 0.1276, -0.0573, -0.1953, 0.0340, -0.4019, 0.1714, -0.5438, 0.1601, 0.1694, 0.1762, 0.0839, 0.0822, 0.0784, 0.1247, 0.1243]
}